## w
{"formula": "C2H10NOS", "method": "ωB97M-V/def2-TZVPD", "mol_weight_g_mol": 96.17, "total_charge": 1, "elements": ["C", "C", "S", "N", "H", "H", "H", "H", "H", "H", "H", "H", "H", "H", "O"], "coordinates": [[-0.73339, 0.08238, -0.43794], [0.35068, 1.03195, 0.02677], [1.35518, 1.60161, -1.37498], [-0.45581, -1.29929, 0.03781], [-1.76544, 0.41176, -0.18566], [-0.97050, 0.14305, -1.51293], [-0.21216, 1.82840, 0.53758], [0.99091, 0.60617, 0.79282], [2.20910, 0.59687, -1.23755], [-0.21689, -1.33677, 1.03535], [-1.24450, -1.94152, -0.02175], [0.43985, -1.66167, -0.30552], [-1.33297, -1.22314, 2.83746], [-1.53003, -2.68928, 3.08734], [-1.55414, -2.03463, 2.37434]]}

## x
{"formula": "C2H10NOS", "method": "ωB97M-V/def2-TZVPD", "mol_weight_g_mol": 96.17, "total_charge": 1, "elements": ["C", "C", "S", "N", "H", "H", "H", "H", "H", "H", "H", "H", "H", "H", "O"], "coordinates": [[1.36459, -0.08921, -0.38934], [0.53666, 1.22794, -0.17313], [-1.24215, 1.22335, 0.45401], [0.72494, -0.94240, -1.44466], [1.29123, -0.66386, 0.53666], [2.48442, 0.09481, -0.52652], [0.61371, 1.96928, -0.99756], [1.01831, 1.78200, 0.58050], [-1.83684, 1.60787, -0.66126], [0.20087, -0.37084, -2.07280], [0.02932, -1.59840, -1.08152], [1.42999, -1.49998, -1.98101], [0.35326, -2.86558, 1.04562], [0.11688, -1.41656, 1.80258], [-0.21651, -2.10532, 1.17268]]}

## y
{"formula": "C2H10NOS", "method": "ωB97M-V/def2-TZVPD", "mol_weight_g_mol": 96.17, "total_charge": 1, "elements": ["C", "C", "S", "N", "H", "H", "H", "H", "H", "H", "H", "H", "H", "H", "O"], "coordinates": [[0.37240, -0.25414, 0.39165], [1.70909, 0.19044, 0.99434], [2.09042, -1.18698, 2.15310], [-0.48041, 0.81976, -0.30657], [0.51074, -1.03181, -0.36184], [-0.21421, -0.74465, 1.15841], [2.51895, 0.24967, 0.26316], [1.73991, 1.20899, 1.40799], [3.05361, -1.64021, 1.29844], [-1.40414, 0.39031, -0.51350], [-0.80977, 1.60630, 0.25555], [0.05907, 1.08416, -1.12557], [-3.79637, -0.04471, -1.77066], [-2.51010, -0.73451, -2.10037], [-2.83920, 0.08738, -1.74413]]}

What should be chosen as the most stable of them? Choose y.

## w
{"formula": "C3H4S", "method": "ωB97M-V/def2-TZVPD", "mol_weight_g_mol": 72.13, "smiles": "C#CCS", "elements": ["C", "C", "C", "S", "H", "H", "H", "H"], "coordinates": [[1.31932, -1.32378, 1.61228], [0.52006, -1.06334, 0.65489], [-0.26721, -0.52558, -0.48337], [-0.56648, 1.24322, -0.71743], [1.73104, -1.96506, 2.29824], [0.33240, -0.76458, -1.32425], [-1.15882, -1.19292, -0.55935], [-1.27394, 1.50723, 0.36139]]}

## x
{"formula": "C3H4S", "method": "ωB97M-V/def2-TZVPD", "mol_weight_g_mol": 72.13, "smiles": "C=C1CS1", "elements": ["C", "C", "C", "S", "H", "H", "H", "H"], "coordinates": [[-0.94197, 1.16283, -0.08542], [0.57464, 0.50214, 0.37788], [1.05888, -0.79346, 0.07817], [2.22622, 0.55323, -0.11218], [-1.12254, 2.21492, -0.15498], [-1.59918, 0.36440, 0.03703], [1.25149, -1.53046, 0.75905], [0.59803, -1.24694, -0.83202]]}

What should be chosen as the most stable of them? Choose w.

## w
{"formula": "C4H12N2O", "method": "ωB97M-V/def2-TZVPD", "mol_weight_g_mol": 104.15, "smiles": "[NH3+]CC[C@@H]([NH3+])C=O", "total_charge": 2, "elements": ["N", "C", "C", "C", "N", "C", "O", "H", "H", "H", "H", "H", "H", "H", "H", "H", "H", "H", "H"], "coordinates": [[-1.98432, 0.31477, -2.10154], [-1.65478, 0.78231, -0.70844], [-0.70864, -0.19720, 0.01278], [0.51175, 0.35622, 0.71313], [0.60738, -0.10247, 2.16340], [1.85461, -0.07202, 0.05222], [2.00086, -1.24307, -0.15369], [-2.48281, -0.53234, -2.08459], [-1.13107, 0.15463, -2.63646], [-2.45799, 1.03137, -2.66076], [-1.21496, 1.77787, -0.71687], [-2.60474, 0.86415, -0.20770], [-1.36754, -0.71112, 0.72294], [-0.45045, -1.07738, -0.58453], [0.53632, 1.43782, 0.79215], [-0.23866, 0.19461, 2.65389], [1.39702, 0.37035, 2.58765], [0.77317, -1.10547, 2.30158], [2.64892, 0.65565, -0.16484]]}

## x
{"formula": "C4H12N2O", "method": "ωB97M-V/def2-TZVPD", "mol_weight_g_mol": 104.15, "smiles": "[NH3+]CC[C@@H]([NH3+])C=O", "total_charge": 2, "elements": ["N", "C", "C", "C", "N", "C", "O", "H", "H", "H", "H", "H", "H", "H", "H", "H", "H", "H", "H"], "coordinates": [[0.41776, -0.77403, -2.25405], [-0.29540, -1.26208, -1.03273], [0.31380, -0.68744, 0.23965], [-0.49747, 0.44039, 0.92210], [0.10598, 0.69752, 2.30232], [-0.42112, 1.74045, 0.10975], [0.03429, 1.71835, -0.99208], [1.38816, -1.08338, -2.28883], [0.42689, 0.25959, -2.33669], [-0.03349, -1.12274, -3.10938], [-1.33303, -0.95092, -1.13352], [-0.29326, -2.34575, -1.05327], [0.41089, -1.48215, 0.98689], [1.30127, -0.24294, 0.06968], [-1.54359, 0.17971, 1.08896], [0.31374, -0.16700, 2.81011], [-0.48976, 1.29712, 2.88140], [1.01958, 1.15413, 2.18456], [-0.82524, 2.63117, 0.60514]]}

What should be chosen as the most stable of them? Choose x.

## w
{"formula": "C2H10N2O3", "method": "ωB97M-V/def2-TZVPD", "mol_weight_g_mol": 110.11, "smiles": "NCNC=O.O.O", "elements": ["N", "C", "N", "C", "O", "H", "H", "H", "H", "H", "H", "O", "H", "H", "O", "H", "H"], "coordinates": [[-0.24749, -0.95007, -0.92684], [0.81608, -1.26951, 0.13938], [0.99064, -0.26951, 1.13624], [2.11585, 0.55779, 1.07017], [3.10254, 0.26870, 0.44005], [0.17301, -0.14851, -1.38875], [-0.30901, -1.66013, -1.64944], [0.80741, -2.27477, 0.55295], [1.66798, -1.20281, -0.54285], [0.46266, -0.15444, 1.97993], [2.03399, 1.38656, 1.77935], [-1.10385, 2.37065, -1.07303], [-1.67199, 1.74590, -0.60904], [-1.57869, 2.75490, -1.80380], [-2.51003, 0.00491, 0.17217], [-3.05689, -0.59912, 0.67341], [-1.69222, -0.56054, 0.05011]]}

## x
{"formula": "C2H10N2O3", "method": "ωB97M-V/def2-TZVPD", "mol_weight_g_mol": 110.11, "smiles": "CNC(N)=O.O.O", "elements": ["C", "N", "C", "N", "O", "H", "H", "H", "H", "H", "H", "O", "H", "H", "O", "H", "H"], "coordinates": [[-0.89641, 2.13933, -0.74622], [-0.61512, 0.95291, -1.62206], [0.50064, 0.13189, -1.23388], [0.57343, -1.15200, -1.65110], [1.19323, 0.83968, -0.47443], [-1.61678, 2.04951, 0.17451], [-1.17075, 2.96487, -1.42461], [0.04112, 2.48077, -0.37524], [-1.43914, 0.35222, -1.90008], [-0.20739, -1.68055, -2.03861], [1.31823, -1.81614, -1.64326], [1.87315, -0.81531, 1.65306], [1.35312, -0.52525, 0.89044], [2.52943, -0.14106, 1.71197], [-1.56288, -2.00446, 2.97682], [-0.80058, -2.13798, 3.54381], [-1.07331, -1.63843, 2.15889]]}

## y
{"formula": "C2H10N2O3", "method": "ωB97M-V/def2-TZVPD", "mol_weight_g_mol": 110.11, "smiles": "NCNC=O.O.O", "elements": ["N", "C", "N", "C", "O", "H", "H", "H", "H", "H", "H", "O", "H", "H", "O", "H", "H"], "coordinates": [[-0.09389, 0.21913, -1.81290], [0.25804, -0.72027, -0.69362], [0.70680, -0.02395, 0.50935], [2.02725, 0.20645, 0.60234], [2.82890, -0.08685, -0.26956], [-0.25899, -0.36221, -2.64215], [0.89038, 0.59702, -1.95946], [0.99484, -1.45256, -1.06072], [-0.65128, -1.29329, -0.54680], [0.02443, 0.14513, 1.22142], [2.22387, 0.63844, 1.59251], [-1.89777, -0.70823, 1.92055], [-2.18382, -0.00438, 1.31405], [-2.69280, -1.22664, 2.08603], [-2.45048, 1.03206, -0.32031], [-2.24722, 1.94089, -0.06176], [-1.79415, 0.92939, -1.04176]]}

## z
{"formula": "C2H10N2O3", "method": "ωB97M-V/def2-TZVPD", "mol_weight_g_mol": 110.11, "smiles": "CNC(N)=O.O.O", "elements": ["C", "N", "C", "N", "O", "H", "H", "H", "H", "H", "H", "O", "H", "H", "O", "H", "H"], "coordinates": [[0.44543, -0.22047, 2.10034], [0.91558, 0.12541, 0.76480], [0.22890, 1.11902, 0.08749], [0.80768, 1.50921, -1.08646], [-0.81334, 1.61820, 0.49280], [1.10292, -0.99571, 2.49284], [0.50081, 0.65313, 2.73435], [-0.59958, -0.51070, 2.10919], [1.15149, -0.66631, 0.18491], [1.70248, 1.15629, -1.37569], [0.29335, 2.10273, -1.70481], [-1.95639, -1.15897, -0.60307], [-2.53514, -1.43455, 0.11094], [-1.67125, -0.25191, -0.40958], [0.71678, -1.96735, -1.45638], [-0.12660, -1.78883, -1.00182], [0.78054, -2.92353, -1.52216]]}

What should be chosen as the most stable of them? Choose z.

## w
{"formula": "C4H5N2O", "method": "ωB97M-V/def2-TZVPD", "mol_weight_g_mol": 97.10, "total_charge": 1, "elements": ["C", "C", "C", "C", "N", "N", "O", "H", "H", "H", "H", "H"], "coordinates": [[1.03733, 2.37880, 0.36801], [-2.31751, -0.05603, 0.12766], [0.12186, -0.99304, 0.07716], [1.32229, -0.07012, -0.33476], [-1.06010, -0.05180, 0.13119], [0.99725, 1.36277, -0.22580], [-3.45661, 0.07088, 0.08742], [0.08081, -1.68070, -0.78897], [0.25454, -1.44197, 0.97369], [2.09343, -0.05946, 0.43485], [1.66149, -0.29927, -1.28232], [-0.73478, 0.83994, 0.43185]]}

## x
{"formula": "C4H5N2O", "method": "ωB97M-V/def2-TZVPD", "mol_weight_g_mol": 97.10, "total_charge": 1, "elements": ["C", "C", "C", "C", "N", "N", "O", "H", "H", "H", "H", "H"], "coordinates": [[1.99510, -0.53548, -0.12139], [1.84195, 0.73380, 0.13742], [-0.15569, -1.07423, -0.05007], [-2.10790, 0.08770, 0.04337], [1.06530, -1.50460, -0.14538], [1.81654, 1.88900, 0.20868], [-0.68478, -0.03570, 0.39925], [-2.47794, 1.11367, -0.08899], [-2.47636, -0.41060, 0.96251], [-2.46481, -0.48568, -0.86824], [1.35744, -2.50413, -0.40149], [2.29116, 2.72626, -0.07567]]}

What should be chosen as the most stable of them? Choose w.

## w
{"formula": "C4H6N2", "method": "ωB97M-V/def2-TZVPD", "mol_weight_g_mol": 82.11, "smiles": "N#C[C@H]1CCN1", "elements": ["N", "C", "C", "C", "C", "N", "H", "H", "H", "H", "H", "H"], "coordinates": [[-1.45139, 0.43824, -2.73496], [-1.03109, 0.45600, -1.65677], [-0.55927, 0.53220, -0.26364], [-0.39865, -0.80816, 0.50550], [1.02422, -0.32666, 0.87522], [0.83402, 0.81607, -0.00189], [-1.21837, 1.24567, 0.24905], [-1.10212, -0.97191, 1.32390], [-0.39671, -1.67528, -0.15892], [1.83854, -1.02288, 0.64357], [1.12049, -0.00996, 1.92130], [1.49302, 1.26621, -0.60929]]}

## x
{"formula": "C4H6N2", "method": "ωB97M-V/def2-TZVPD", "mol_weight_g_mol": 82.11, "smiles": "C1=N[C@@H]2C[C@@H]2N1", "elements": ["C", "N", "C", "C", "C", "N", "H", "H", "H", "H", "H", "H"], "coordinates": [[0.56257, 0.32166, 1.43003], [-0.02841, 1.30217, 0.86945], [-0.50840, 1.01323, -0.36686], [-1.16096, -0.29081, -0.59187], [0.40868, -0.18404, -0.77902], [1.19576, -0.39560, 0.33784], [0.86957, 0.00269, 2.46835], [-0.45520, 1.85946, -1.14580], [-1.16058, -0.79329, 0.49918], [-1.85174, -0.65622, -1.48106], [0.83228, -0.63864, -1.83031], [1.29643, -1.54061, 0.59007]]}

## y
{"formula": "C4H6N2", "method": "ωB97M-V/def2-TZVPD", "mol_weight_g_mol": 82.11, "elements": ["C", "N", "C", "C", "N", "C", "H", "H", "H", "H", "H", "H"], "coordinates": [[-1.73233, -0.15681, 0.12549], [-0.32379, -0.15339, 0.28046], [0.73558, -0.94905, 0.39755], [1.80147, -0.21737, -0.19116], [1.43582, 0.98235, -0.61287], [0.11148, 1.08818, -0.23755], [-1.14711, 1.19934, -0.64053], [-2.01817, -0.46933, -0.87638], [-2.28975, -0.65970, 0.91630], [0.67873, -1.98305, 0.70792], [2.81186, -0.58779, -0.33650], [-0.06378, 1.90664, 0.46727]]}

## z
{"formula": "C4H6N2", "method": "ωB97M-V/def2-TZVPD", "mol_weight_g_mol": 82.11, "elements": ["N", "C", "C", "C", "C", "N", "H", "H", "H", "H", "H", "H"], "coordinates": [[-1.70923, -0.77572, -1.54847], [-1.31716, 0.02631, -0.80389], [-0.84299, 1.00242, 0.18666], [0.25411, 0.37857, 1.02186], [0.78473, -1.28007, -0.98279], [1.30227, 1.03654, 1.27915], [-0.46794, 1.90741, -0.30026], [-1.66927, 1.28320, 0.85044], [0.00731, -0.61823, 1.39773], [1.18625, -1.07186, -1.99288], [0.55971, -2.36292, -0.98133], [1.91222, 0.47436, 1.87378]]}

What should be chosen as the most stable of them? Choose w.